Computed, not measured: C68H148CaN8O12 as an isolated structure at a distorted geometry, with ωB97M-V with the def2-TZVPD basis set.

Output
Net charge: +6
Multiplicity: 1
Energy above the lowest of the compared OMol25 structures with the same formula, charge and spin, eV: 1.808

Each line ends with the Mulliken charge.
Element x y z (Å)
1 Ca 0.68620 0.36237 0.51670  0.652
2 C -3.54380 4.40352 -4.18954  -1.579
3 C -2.21617 4.11591 -3.65648  1.662
4 C -1.37617 5.47302 -3.47482  -1.117
5 N -0.07188 5.29404 -2.57884  0.230
6 C -0.47697 5.05452 -1.08124  -0.736
7 C 0.84613 4.17655 -2.97168  -0.006
8 C 2.29374 4.48311 -2.65947  0.738
9 C 2.31581 5.93563 -2.36242  -1.315
10 C 0.92047 6.44325 -2.79176  -0.620
11 H -4.00583 3.47682 -4.52991  0.330
12 H -3.48840 5.11605 -5.01254  0.426
13 H -4.20686 4.67175 -3.36705  0.354
14 H -1.59795 3.56689 -4.36674  -0.367
15 H -2.46500 3.56956 -2.74670  -0.307
16 H -1.93339 6.23334 -2.92753  0.395
17 H -1.08376 5.88273 -4.44164  0.374
18 H -1.21054 4.24982 -1.03193  -0.053
19 H -0.91521 5.93709 -0.61528  0.508
20 H 0.42023 4.79840 -0.51774  0.243
21 H 0.49734 3.21516 -2.59463  0.094
22 H 0.62966 4.10673 -4.03769  0.063
23 H 2.76033 3.83747 -1.91547  -0.932
24 H 2.84426 4.36684 -3.59302  0.625
25 H 2.48620 6.08487 -1.29621  0.267
26 H 3.04571 6.53582 -2.90568  0.529
27 H 0.57451 7.31966 -2.24375  0.519
28 H 0.96658 6.71129 -3.84728  0.532
29 C -6.44133 2.36781 -3.26684  -1.362
30 C -6.11084 1.06423 -2.49192  -0.726
31 C -4.69088 0.56299 -2.66362  0.014
32 N -4.38109 -0.78902 -2.00229  0.813
33 C -4.85788 -0.87238 -0.54007  -1.236
34 C -2.80981 -1.12005 -1.86944  0.052
35 C -2.77291 -2.57406 -2.23083  1.125
36 C -3.83861 -2.75576 -3.28166  -0.979
37 C -5.04383 -2.02800 -2.72141  -0.486
38 H -5.90978 2.41951 -4.21704  0.332
39 H -5.87694 3.11975 -2.71534  0.299
40 H -7.48301 2.68510 -3.31511  0.422
41 H -6.78227 0.23620 -2.71918  0.406
42 H -6.28172 1.12742 -1.41725  0.389
43 H -4.03534 1.34381 -2.27801  -0.200
44 H -4.44242 0.42844 -3.71636  0.483
45 H -5.94225 -0.80214 -0.62548  0.519
46 H -4.40296 -0.00225 -0.06677  0.313
47 H -4.42736 -1.80212 -0.16812  0.255
48 H -2.36100 -0.86206 -0.91022  -0.132
49 H -2.23988 -0.55901 -2.61006  -0.204
50 H -3.08333 -3.08931 -1.32185  -0.136
51 H -1.76869 -2.82081 -2.57543  -0.469
52 H -4.10847 -3.80248 -3.42187  0.561
53 H -3.53154 -2.32568 -4.23500  0.230
54 H -5.60668 -2.80427 -2.20305  0.319
55 H -5.74881 -1.71930 -3.49330  0.378
56 C 0.73212 -6.50762 5.54860  -1.321
57 C 0.11546 -5.78303 4.28822  0.111
58 C -1.42954 -5.73591 4.17452  -0.838
59 N -1.85375 -5.15830 2.80452  0.677
60 C -1.41189 -6.12972 1.64357  -0.759
61 C -3.34201 -4.93131 2.69004  -1.011
62 C -3.64257 -3.57494 2.00719  0.495
63 C -2.32666 -3.11216 1.50432  0.721
64 C -1.39592 -3.69870 2.53792  -0.578
65 H 0.76602 -5.69585 6.27522  0.385
66 H 1.76736 -6.73132 5.29105  0.372
67 H 0.08774 -7.28517 5.95883  0.355
68 H 0.44520 -6.43795 3.48172  0.076
69 H 0.48669 -4.76658 4.15741  0.167
70 H -1.91277 -5.05762 4.87773  0.392
71 H -1.93680 -6.68504 4.34754  0.588
72 H -1.87707 -5.91985 0.68042  0.401
73 H -1.77117 -7.11302 1.94713  0.352
74 H -0.33053 -6.05515 1.52865  0.045
75 H -3.88507 -5.76291 2.24100  0.380
76 H -3.63405 -4.99665 3.73815  0.519
77 H -4.45027 -3.76874 1.30139  0.567
78 H -4.04913 -2.85425 2.71671  -0.398
79 H -2.03490 -3.38165 0.48925  -0.698
80 H -2.17245 -2.03344 1.47839  -0.212
81 H -0.35489 -3.73227 2.21662  -0.155
82 H -1.35622 -3.14326 3.47494  0.319
83 C 7.04829 5.29617 -0.60625  -1.287
84 C 6.94168 4.10872 -1.54229  -0.386
85 C 5.88674 3.04798 -1.04146  -0.405
86 N 5.78990 1.80649 -1.98845  0.834
87 C 5.43079 2.19479 -3.49367  -0.648
88 C 4.69263 0.84308 -1.41166  -0.457
89 C 5.02647 -0.59395 -1.99551  0.647
90 C 6.52378 -0.66322 -1.97756  -0.889
91 C 6.96507 0.76193 -1.83471  -0.743
92 H 7.75979 6.00213 -1.03461  0.420
93 H 7.46665 4.99365 0.35373  0.377
94 H 6.08263 5.79503 -0.52417  0.268
95 H 7.93214 3.65674 -1.59527  0.331
96 H 6.64691 4.37856 -2.55638  0.364
97 H 4.86404 3.42348 -1.00706  -0.109
98 H 6.12047 2.67124 -0.04570  0.536
99 H 6.34036 2.39833 -4.05879  0.365
100 H 4.76797 3.05860 -3.44263  0.126
101 H 4.96123 1.34885 -3.99566  0.338
102 H 3.66662 1.11701 -1.65738  -0.149
103 H 4.76027 0.68597 -0.33516  0.339
104 H 4.62680 -0.63535 -3.00875  -0.081
105 H 4.58521 -1.42336 -1.44281  -0.364
106 H 7.04692 -1.09623 -2.83017  0.349
107 H 6.92543 -1.20453 -1.12096  0.312
108 H 7.72881 1.06890 -2.54925  0.590
109 H 7.48377 0.91810 -0.88884  0.314
110 C 0.24124 -3.40236 -5.10843  -1.505
111 C 0.54840 -1.91561 -4.95361  1.788
112 C -0.37482 -1.04862 -5.82792  -1.124
113 N 0.04241 0.41474 -6.00792  0.615
114 C -0.96133 1.09465 -6.95101  -0.840
115 C 1.51466 0.52276 -6.59102  -1.071
116 C 2.44007 0.72454 -5.45921  -1.048
117 C 1.70636 0.97991 -4.14820  2.416
118 C 0.25503 1.24363 -4.65563  -0.550
119 H 0.38771 -3.59800 -6.17068  0.586
120 H -0.80597 -3.45852 -4.81128  0.330
121 H 0.81745 -4.12768 -4.53399  0.006
122 H 1.57752 -1.86875 -5.30972  0.058
123 H 0.48444 -1.59296 -3.91443  -0.586
124 H -1.42651 -0.95594 -5.55688  0.195
125 H -0.25852 -1.50171 -6.81244  0.299
126 H -1.99886 0.84057 -6.73402  0.321
127 H -0.63918 0.82794 -7.95758  0.363
128 H -0.93871 2.15295 -6.69102  0.368
129 H 1.61586 1.45265 -7.15063  0.372
130 H 1.66570 -0.38687 -7.17229  0.319
131 H 3.11664 1.52988 -5.74517  0.600
132 H 3.09452 -0.14571 -5.40963  0.400
133 H 2.25032 1.79037 -3.66306  -0.178
134 H 1.79147 0.07285 -3.54978  -1.614
135 H 0.17684 2.31050 -4.86486  0.130
136 H -0.54771 0.89993 -4.00326  0.072
137 C 3.47450 -5.90766 -4.36288  -1.267
138 C 4.03947 -6.03105 -2.94087  -0.468
139 C 2.91853 -5.94134 -1.81771  0.163
140 N 3.42597 -5.50395 -0.41890  0.166
141 C 4.47616 -6.65811 0.01353  -0.922
142 C 4.10499 -4.10077 -0.42037  -0.534
143 C 4.03296 -3.58072 0.99850  -0.228
144 C 2.88232 -4.31100 1.65022  1.374
145 C 2.38513 -5.33078 0.66835  -0.393
146 H 2.66695 -6.60288 -4.59226  0.350
147 H 4.27442 -6.08845 -5.08090  0.437
148 H 3.15871 -4.87227 -4.49077  0.188
149 H 4.83866 -5.31242 -2.75928  0.300
150 H 4.46042 -7.03620 -2.91706  0.445
151 H 2.34336 -6.84736 -1.62692  0.670
152 H 2.20514 -5.14098 -2.01418  -0.499
153 H 4.87660 -6.29913 0.96162  0.440
154 H 5.35663 -6.79808 -0.61358  0.348
155 H 3.80896 -7.52005 0.01272  0.378
156 H 5.08406 -4.31197 -0.85039  0.625
157 H 3.50385 -3.56548 -1.15535  0.206
158 H 4.90131 -3.81560 1.61405  0.526
159 H 3.71768 -2.53769 1.02687  -0.425
160 H 3.11773 -4.86949 2.55618  0.617
161 H 2.09217 -3.57542 1.80085  -1.409
162 H 2.01115 -6.23429 1.14992  0.601
163 H 1.54823 -4.88964 0.12696  -0.388
164 C -7.38359 -2.83419 5.38874  -1.382
165 C -6.44900 -1.65171 5.05013  -0.358
166 C -5.29799 -1.21816 6.11055  -0.743
167 N -4.49653 0.12715 5.78673  0.209
168 C -5.49718 1.32072 5.48418  -0.977
169 C -3.50964 -0.05292 4.55813  -0.278
170 C -2.30530 0.86232 4.85047  1.818
171 C -2.28283 1.17618 6.38578  -0.628
172 C -3.55322 0.41935 6.99367  -0.930
173 H -8.02744 -2.51738 6.20922  0.382
174 H -6.75451 -3.67039 5.69389  0.339
175 H -7.90913 -3.17240 4.49570  0.373
176 H -7.11227 -0.79286 4.94749  0.323
177 H -5.95304 -1.70029 4.08072  0.231
178 H -4.61374 -2.04213 6.31297  0.464
179 H -5.69868 -0.96545 7.09222  0.592
180 H -5.97631 1.16837 4.51706  0.407
181 H -4.72799 2.07592 5.32257  0.455
182 H -6.11514 1.53045 6.35725  0.299
183 H -4.16323 0.23786 3.73572  0.545
184 H -3.21018 -1.09047 4.41008  -0.399
185 H -2.22052 1.73497 4.20286  -0.514
186 H -1.44607 0.24694 4.58376  -0.826
187 H -2.45077 2.25207 6.43438  0.384
188 H -1.40604 0.83171 6.93412  0.485
189 H -4.16629 0.96166 7.71349  0.463
190 H -3.29660 -0.55558 7.40810  0.318
191 C 1.41164 1.52861 6.17610  -1.334
192 C 0.83437 2.89965 5.68973  -0.620
193 C 0.62038 3.02073 4.13599  0.480
194 N 0.25420 4.44855 3.72415  0.576
195 C 1.56218 5.31563 3.71799  -0.788
196 C -0.81488 5.24918 4.54157  -0.050
197 C -1.41182 6.17920 3.54364  -1.427
198 C -1.06427 5.73766 2.15145  -0.522
199 C -0.43106 4.37449 2.32279  1.555
200 H 0.67806 0.79308 5.84602  0.053
201 H 1.64905 1.46867 7.23824  0.399
202 H 2.32797 1.19109 5.69182  0.438
203 H 1.55196 3.62509 6.07301  0.514
204 H -0.06677 3.11938 6.26224  0.314
205 H -0.01193 2.28293 3.64209  -0.084
206 H 1.58520 2.78565 3.68659  -0.267
207 H 1.18224 6.31455 3.50372  0.459
208 H 2.14263 4.94332 2.87386  0.172
209 H 2.11491 5.27760 4.65668  0.332
210 H -0.27159 5.63772 5.40294  0.484
211 H -1.49370 4.41779 4.73160  0.082
212 H -0.85789 7.11795 3.54790  0.379
213 H -2.45749 6.42389 3.73017  0.469
214 H -0.33612 6.44021 1.74608  0.555
215 H -2.01159 5.72941 1.61236  0.331
216 H 0.38289 4.16611 1.62841  -1.355
217 H -1.17868 3.58979 2.43861  -0.309
218 O 3.57704 2.43886 1.85525  -0.661
219 C 2.71539 3.04995 0.99954  -0.357
220 O 2.84766 4.20761 0.62969  -0.780
221 O 1.85761 2.36143 0.49474  0.918
222 H 3.19504 1.55822 1.86765  0.241
223 O 1.16870 -2.98636 -1.82079  -0.412
224 C 1.04137 -1.95046 -1.01748  0.291
225 O 1.54999 -0.88476 -1.31814  -0.258
226 O 0.31939 -1.98337 -0.03423  -0.081
227 H 0.49959 -3.59672 -1.50242  0.233
228 O -2.91896 2.39964 -0.18943  -0.715
229 C -1.76336 1.70310 -0.00637  0.367
230 O -1.48834 1.22472 1.08680  0.113
231 O -0.92738 1.44051 -0.85216  -0.665
232 H -3.22272 2.24540 0.70809  0.391
233 O 2.43102 -1.63095 3.73720  -0.683
234 C 1.88327 -0.81727 2.82630  0.283
235 O 2.59842 -0.26169 1.99729  -0.918
236 O 0.66355 -0.63502 2.73885  -0.011
237 H 1.60612 -1.77036 4.20805  0.357